[1]
Density functional theory data (ωB97M-V/def2-TZVPD) for C5H9NOS in the gas phase.

Computed properties:
Orbital gap (eV): 8.55
Energy above the lowest of the compared OMol25 structures with the same formula, charge and spin (kJ/mol): 124.1
SMILES: C[C@@H](C=S)N(C)C=O
Molecular weight (g mol⁻¹): 131.2
Charge: 0
E_tot (eV): -19703.0169
HOMO level (eV): -8.91
LUMO energy (eV): -0.36
Multiplicity: 1

```
17
Properties=species:S:1:pos:R:3:forces:R:3:nbo_charge:R:1
H 0.7938 1.4355 -0.6738 0.1 -0.5 -0.2 0.276
C -1.2667 -0.9526 0.5541 -0.4 -0.1 -0.6 -0.406
C 1.2121 -0.6248 -1.2450 -1.0 0.6 -1.5 -0.274
H 1.2706 -0.7074 1.4699 0.3 0.6 -0.1 0.212
H 0.8935 1.0269 1.8111 0.2 -0.4 -0.5 0.221
H -0.9469 -1.8831 0.0573 0.0 0.3 0.3 0.205
C 1.3595 0.3268 1.0840 1.1 0.3 0.5 -0.621
O -1.2028 2.1687 -1.1786 0.4 0.6 -0.1 -0.606
C -1.5377 1.1645 -0.6062 -1.0 -0.8 -0.4 0.542
H 2.4409 0.6051 0.9776 -0.9 -0.5 0.3 0.231
H -2.3359 -0.8332 0.3961 -0.2 -0.4 0.2 0.212
H -1.0920 -0.9960 1.6264 0.2 0.0 0.0 0.203
C 0.6916 0.4138 -0.2713 0.8 -0.3 1.1 -0.163
H 0.5572 -0.6501 -2.1629 0.6 -0.1 0.8 0.198
N -0.7165 0.2142 -0.0904 -0.5 0.5 -0.4 -0.437
S 2.4896 -1.5820 -1.1871 0.1 0.0 0.3 0.101
H -2.6101 0.8737 -0.5613 0.2 0.1 0.3 0.107
```
Positions in Å, forces in eV/Å.

---

[2]
Density functional theory data (ωB97M-V/def2-TZVPD) for C4H4FNOS in the gas phase.

Computed properties:
Orbital gap (eV): 9.26
Energy above the lowest of the compared OMol25 structures with the same formula, charge and spin (kJ/mol): 145.3
SMILES: Cc1oc(S)nc1F
Molecular weight (g mol⁻¹): 133.1
Charge: 0
E_tot (eV): -21301.1102
HOMO level (eV): -8.61
LUMO energy (eV): 0.66
Multiplicity: 1

```
12
Properties=species:S:1:pos:R:3:forces:R:3:nbo_charge:R:1
H 3.2831 1.4423 0.4449 0.3 -1.4 -0.5 0.187
C -0.4735 -0.3115 0.0486 -0.4 0.6 -0.1 0.106
S 3.3162 0.1081 0.0131 -0.5 1.0 0.2 0.021
H -2.5068 -0.5070 -0.3952 -0.6 0.9 -0.1 0.240
N 0.9942 1.4609 -0.1998 -1.3 -4.9 1.5 -0.510
F -1.2907 1.8643 -0.0375 -2.4 1.8 0.4 -0.282
C -0.3605 1.0133 0.1140 4.4 0.2 -2.5 0.458
O 0.7905 -0.8222 -0.1113 -0.9 -1.6 0.3 -0.394
H -1.9718 -1.3923 1.1341 0.3 0.1 -3.0 0.230
H -1.6444 -1.9797 -0.7984 0.1 1.6 2.2 0.242
C 1.5619 0.2031 -0.2006 1.4 5.5 0.1 0.358
C -1.6982 -1.0793 -0.0119 -0.4 -3.8 1.4 -0.657
```
Positions in Å, forces in eV/Å.

---

[3]
Density functional theory data (ωB97M-V/def2-TZVPD) for a molecular structure, C47H41N6O3S2SbTeW.

Computed properties:
Orbital gap (eV): 4.15
Energy above the lowest of the compared OMol25 structures with the same formula, charge and spin (kJ/mol): 11.4
Molecular weight (g mol⁻¹): 1235.2
Charge: 0
E_tot (eV): -101811.8018
HOMO level (eV): -7.27
LUMO energy (eV): -3.12
Multiplicity: 1

```
102
Properties=species:S:1:pos:R:3:forces:R:3:lowdin_charge:R:1
C 2.3355 2.7100 -0.9787 0.1 0.2 -0.1 -0.232
C -0.9309 1.5981 2.9686 0.0 0.0 0.0 0.033
C 1.6799 -2.4145 2.4220 -0.3 0.0 0.1 -0.266
H 0.7110 -2.5803 -5.0374 0.0 0.0 0.0 0.085
C -5.3002 -2.5710 -3.0844 0.0 0.0 0.0 -0.085
H -3.4657 5.3229 -0.3135 0.0 0.0 0.0 0.108
C 4.0225 -1.8986 -4.9817 0.0 0.0 0.0 -0.082
Sb -1.7645 0.5204 -1.5262 -0.1 0.2 -0.1 1.450
C 2.1399 -1.5905 3.5780 0.0 0.0 0.0 0.005
O 3.3874 5.2730 7.5318 0.0 0.0 0.0 -0.350
C -4.6015 -0.7986 -1.6122 0.0 0.0 0.0 -0.124
C -0.5282 -3.2202 3.5196 0.0 0.0 0.0 -0.024
H 1.5945 -5.3270 -0.9133 0.0 0.0 0.0 0.061
H -1.1554 5.8562 5.9285 0.0 0.0 0.0 0.111
W 0.3235 -1.8754 0.4207 0.7 -0.4 0.7 1.005
C 1.6976 -2.4016 -4.6240 0.0 0.0 0.0 -0.167
C -0.3777 2.5356 -3.3174 0.0 0.0 0.0 -0.155
C -2.1762 1.4593 -4.4884 -0.1 0.0 0.0 -0.117
H -6.5486 -1.6890 -1.5784 0.0 0.0 0.0 0.105
H -0.5832 -5.3021 -0.0612 0.0 0.0 0.0 0.065
O 2.7462 2.9225 7.8267 0.0 0.0 0.1 -0.363
H -6.0580 -3.2654 -3.4237 0.0 0.0 0.0 0.104
C 0.3207 3.3347 4.2989 0.0 0.3 0.3 -0.237
C -4.3077 2.5667 1.4551 0.0 0.0 0.0 -0.095
H 2.5799 -2.1366 -6.5532 0.0 0.0 0.0 0.109
H -3.8371 -3.2109 -4.5188 0.0 0.0 0.0 0.105
N 1.5715 -0.5631 -0.6299 -0.1 -0.2 0.3 -0.064
H -1.3480 -5.0781 1.5176 0.0 0.0 0.0 0.070
H 3.0337 -5.3926 0.1115 0.0 0.0 0.0 0.112
C -2.8813 3.3215 -0.7998 0.0 0.0 0.0 -0.110
C 3.0942 1.4837 -3.0133 0.1 0.1 -0.1 -0.208
C -3.3397 -0.7719 -2.2024 0.0 0.1 0.0 -0.409
C -4.0553 -2.5429 -3.6948 0.0 0.0 0.0 -0.083
C 3.8204 -2.2625 0.9926 0.0 0.0 0.0 -0.005
H -4.8703 2.2614 2.3292 0.0 0.0 0.0 0.106
N 0.7054 5.0857 6.3275 -0.2 0.1 0.0 0.138
H 3.3465 -2.1391 -1.6837 0.0 0.0 0.0 0.056
C 1.4007 0.7247 1.8864 0.0 0.0 0.0 -0.141
H 4.2478 -2.7747 0.1345 0.0 0.0 0.0 0.078
H 0.7592 3.9674 -4.4342 0.0 0.0 0.0 0.110
C 2.4397 -2.7625 1.2864 0.1 -0.1 -0.2 -0.282
N 2.1298 3.6838 -0.3982 0.0 -0.1 0.0 0.178
C -3.0859 -1.6513 -3.2564 0.1 0.0 0.0 -0.204
C -3.5249 4.2806 -0.0276 0.0 0.0 0.0 -0.073
N 3.5524 1.4618 -4.0692 0.0 0.0 0.0 0.178
C 1.4250 1.8291 2.6924 0.0 0.1 0.1 0.041
O 4.1266 3.5856 5.9204 0.0 0.0 0.0 -0.371
H 2.4264 -2.2802 4.3770 0.0 0.0 0.0 0.117
H 2.9201 -4.2016 -1.1828 0.0 0.0 -0.1 0.056
H -2.4433 2.0484 -6.5312 0.0 0.0 0.0 0.104
C 1.7431 -3.8025 0.5879 0.3 0.2 0.0 -0.343
C -3.6515 1.6142 0.6879 0.0 -0.1 0.0 -0.183
H 0.2152 2.6842 -2.4211 -0.1 0.0 0.0 0.067
H -4.8537 -0.1061 -0.8209 0.0 0.0 0.0 0.078
C 2.5320 1.5077 -1.7096 0.0 -0.2 0.1 -0.244
C -0.0658 3.2669 -4.4544 0.0 0.0 0.0 -0.073
C 2.3511 -4.7227 -0.4205 0.0 0.0 0.1 -0.057
C -0.3955 -5.2015 1.0078 0.0 0.0 0.0 -0.048
C 0.2414 2.2714 3.2847 0.0 -0.2 -0.2 -0.097
N 1.4693 3.3257 4.9620 -0.1 -0.2 -0.3 0.162
H -0.5648 -2.2696 4.0501 0.0 0.0 0.0 0.088
C -5.5726 -1.6913 -2.0471 0.0 0.0 0.0 -0.081
C 3.1703 -2.1589 -2.7478 0.0 0.0 0.1 -0.173
C 1.8998 -2.4123 -3.2445 -0.1 0.0 -0.1 -0.573
H -3.7131 0.5738 0.9935 0.0 0.0 0.0 0.083
H -4.7448 4.6549 1.6988 0.0 0.0 0.0 0.105
H 2.3079 0.3612 1.4313 0.0 0.0 0.0 0.098
C 4.2257 -1.9041 -3.6125 0.0 0.0 0.0 -0.082
C 2.0447 0.3687 -1.1515 -0.2 0.1 -0.3 -0.174
C -0.6961 4.2279 4.5946 0.0 0.0 0.0 0.006
N 0.2789 0.0101 1.6520 -0.1 -0.2 -0.5 -0.081
H -2.3345 3.6396 -1.6795 0.0 0.0 0.0 0.090
C -0.8061 3.0878 -5.6145 0.0 0.0 0.0 -0.079
H -1.8874 1.9004 3.3715 0.0 0.0 0.0 0.122
H 0.0657 -6.1273 1.3597 0.0 0.0 0.0 0.107
H -3.0115 0.7700 -4.5129 0.0 0.0 0.0 0.090
H 5.2055 -1.6830 -3.2086 0.0 0.0 0.0 0.111
C -1.8605 2.1864 -5.6291 0.0 0.0 0.0 -0.081
H -2.1266 -1.6330 -3.7587 0.0 0.0 0.0 0.046
C -0.8701 0.4756 2.1748 0.0 -0.1 0.1 -0.146
H -0.5615 3.6511 -6.5056 0.0 0.0 0.0 0.105
H -1.6272 4.2644 4.0450 0.0 0.0 0.0 0.104
C -2.9358 1.9742 -0.4546 0.0 0.0 0.0 -0.367
S -1.7430 -2.3203 0.5549 -0.6 0.1 -0.2 0.344
H 3.8443 -1.1907 0.7936 0.0 0.0 0.0 0.080
C -0.4262 5.1075 5.6368 0.0 0.0 0.0 -0.107
C -4.2403 3.9073 1.1006 0.0 0.0 0.0 -0.085
S 3.1625 3.9843 6.9257 -0.3 0.1 -0.1 0.388
H 2.3545 2.3341 2.9178 0.0 0.0 0.0 0.140
C 2.7545 -2.1504 -5.4854 0.0 0.0 0.0 -0.074
H 4.4705 -2.4522 1.8483 0.0 0.0 0.0 0.104
C 1.6124 4.1844 5.9597 0.5 0.0 0.3 -0.330
C 0.4743 -3.1906 2.4144 0.2 0.1 0.0 -0.333
H 4.8420 -1.6766 -5.6513 0.0 0.0 0.0 0.109
H 1.3610 -0.9446 3.9794 0.0 0.0 0.0 0.090
H -1.7587 -0.0953 1.9610 0.0 0.0 0.0 0.049
H -1.5251 -3.4505 3.1487 0.0 0.0 0.0 0.059
C 0.5255 -4.0626 1.2935 0.1 0.0 0.0 -0.382
Te 0.1418 -2.8711 -2.1542 0.0 0.0 0.0 1.109
H -0.2487 -3.9930 4.2395 0.0 0.0 0.0 0.107
C -1.4367 1.6281 -3.3227 0.1 0.0 0.1 -0.384
H 3.0095 -0.9824 3.3429 0.0 0.0 0.0 0.094
```
Positions in Å, forces in eV/Å.

---

[4]
Density functional theory data (ωB97M-V/def2-TZVPD) for C2H2Cl3NO2 in the gas phase.

Computed properties:
Orbital gap (eV): 10.76
Energy above the lowest of the compared OMol25 structures with the same formula, charge and spin (kJ/mol): 366.8
SMILES: [H]/N=C(\OO)C(Cl)(Cl)Cl
Molecular weight (g mol⁻¹): 178.4
Charge: 0
E_tot (eV): -45254.9991
HOMO level (eV): -10.58
LUMO energy (eV): 0.18
Multiplicity: 1

```
10
Properties=species:S:1:pos:R:3:forces:R:3:nbo_charge:R:1
H -1.4190 1.5187 0.5555 -0.2 -0.5 0.5 0.370
Cl 1.8311 -1.4060 -1.2709 -0.3 0.6 0.8 0.037
Cl 1.9829 -0.6418 1.6158 0.0 0.1 -0.9 0.022
H -2.4896 -0.2373 -0.8049 1.1 -1.7 1.8 0.461
C -0.1328 0.1207 0.1316 2.1 1.0 0.6 0.498
N -0.4464 1.2362 0.6143 -0.2 -0.3 -1.1 -0.679
O -2.1470 -0.8540 -0.0388 -2.5 1.7 -1.4 -0.400
O -0.7902 -0.9758 -0.2272 0.6 -0.4 -0.8 -0.226
Cl 2.1761 1.3824 -0.5312 0.2 -0.4 0.1 0.068
C 1.4348 -0.1431 -0.0442 -0.8 -0.1 0.5 -0.151
```
Positions in Å, forces in eV/Å.